Record 1
{"formula": "C12B3O24Sn", "method": "ωB97M-V with the def2-TZVPD basis set", "homo_ev": -7.067, "lumo_ev": -3.74, "gap_ev": 3.3320, "charge": -1, "species": ["Sn", "O", "C", "O", "B", "O", "C", "O", "O", "C", "O", "C", "O", "O", "O", "C", "O", "B", "O", "C", "O", "O", "C", "O", "C", "O", "O", "O", "C", "O", "B", "O", "C", "O", "O", "C", "O", "C", "O", "O"], "positions_angstrom": [[4.020, 1.193, -1.531], [0.784, 4.711, -3.376], [-0.064, 4.200, -2.634], [-1.309, 4.510, -2.456], [-1.926, 3.672, -1.426], [-0.811, 2.886, -0.909], [0.267, 3.077, -1.595], [1.300, 2.430, -1.522], [-2.903, 2.736, -2.005], [-4.002, 2.667, -1.198], [-4.910, 1.839, -1.313], [-3.683, 3.623, 0.027], [-2.618, 4.376, -0.342], [-4.333, 3.680, 1.089], [-2.664, -2.755, 1.161], [-2.204, -1.620, 1.063], [-1.149, -1.221, 1.667], [-0.941, 0.202, 1.421], [-2.179, 0.703, 0.813], [-2.794, -0.415, 0.401], [-3.795, -0.335, -0.251], [-0.549, 0.849, 2.704], [0.678, 1.388, 2.560], [1.295, 2.078, 3.362], [1.199, 0.993, 1.189], [0.244, 0.349, 0.530], [2.393, 1.246, 0.826], [4.642, -1.029, 0.254], [3.950, -2.031, 0.432], [2.713, -2.178, 0.042], [2.300, -3.607, 0.278], [3.400, -4.288, 1.020], [4.422, -3.388, 1.073], [5.466, -3.568, 1.756], [2.058, -4.229, -1.078], [0.892, -4.657, -1.233], [0.652, -5.068, -2.354], [0.144, -4.474, 0.155], [1.017, -3.782, 0.941], [-1.002, -4.763, 0.460]]}

---

Record 2
{"formula": "C12H10AuN2O5", "method": "ωB97M-V with the def2-TZVPD basis set", "de_lowest_kcal_mol": 0.0, "homo_ev": [-5.458, -8.966], "lumo_ev": [-0.53, -2.05], "multiplicity": 4, "gap_ev": [4.9248, 6.9164], "charge": 0, "species": ["Au", "O", "C", "O", "C", "C", "C", "C", "C", "N", "H", "H", "H", "H", "O", "C", "O", "H", "O", "N", "C", "C", "C", "C", "C", "H", "H", "H", "H", "H"], "positions_angstrom": [[0.288, -0.872, -0.142], [1.052, 2.122, 2.661], [1.176, 1.329, 1.728], [-0.017, 0.820, 1.329], [2.332, 0.915, 1.030], [3.637, 1.356, 1.350], [4.704, 0.941, 0.622], [4.490, 0.050, -0.483], [3.229, -0.372, -0.760], [2.156, 0.029, -0.035], [3.740, 2.032, 2.190], [5.703, 1.274, 0.868], [5.310, -0.290, -1.099], [3.026, -1.045, -1.584], [0.794, -2.672, 1.077], [-0.237, -3.257, 0.662], [-1.033, -2.717, -0.165], [-0.457, -4.266, 1.027], [-0.786, 0.358, -1.564], [-2.072, 0.357, -1.213], [-2.521, 1.394, -0.488], [-3.846, 1.448, -0.116], [-4.698, 0.422, -0.489], [-4.201, -0.640, -1.223], [-2.868, -0.658, -1.577], [-1.763, 2.119, -0.229], [-4.188, 2.288, 0.471], [-5.740, 0.447, -0.200], [-4.828, -1.467, -1.521], [-2.379, -1.448, -2.126]]}

---

Record 3
{"formula": "C12H10ClN3Ti", "method": "ωB97M-V with the def2-TZVPD basis set", "homo_ev": [-0.262, -0.302], "lumo_ev": [5.13, 5.08], "multiplicity": 3, "gap_ev": [5.3904, 5.3848], "charge": -2, "species": ["C", "C", "C", "H", "C", "C", "H", "H", "H", "H", "Ti", "Cl", "C", "C", "C", "H", "C", "C", "H", "H", "H", "H", "N", "C", "N", "C", "N"], "positions_angstrom": [[0.302, 1.388, 1.660], [1.372, 1.625, 0.738], [2.174, 0.426, 0.650], [1.608, 2.586, 0.293], [1.679, -0.497, 1.638], [0.529, 0.103, 2.254], [-0.078, -0.315, 3.047], [-0.446, 2.122, 1.971], [3.068, 0.299, 0.040], [2.088, -1.469, 1.906], [0.078, -0.130, 0.058], [-0.628, 0.942, -1.717], [1.828, -0.103, -4.670], [2.811, -1.014, -4.168], [3.887, -0.246, -3.618], [2.765, -2.104, -4.223], [3.569, 1.141, -3.783], [2.297, 1.228, -4.433], [1.788, 2.149, -4.726], [0.898, -0.374, -5.173], [4.803, -0.645, -3.178], [4.201, 1.982, -3.492], [-1.397, -1.212, 0.868], [-2.237, -1.869, 1.390], [-3.140, -2.614, 1.869], [-4.169, -2.091, 2.534], [-5.088, -1.669, 3.144]]}

---

Record 4
{"formula": "C12H10CsN3O5S5", "method": "ωB97M-V with the def2-TZVPD basis set", "de_lowest_kcal_mol": 7.2, "homo_ev": -2.779, "lumo_ev": 3.82, "gap_ev": 6.5976, "charge": -2, "species": ["Cs", "O", "C", "O", "C", "C", "C", "C", "C", "N", "C", "O", "O", "H", "H", "H", "C", "S", "C", "C", "S", "S", "C", "S", "S", "H", "H", "H", "N", "C", "N", "O", "H", "H", "H", "H"], "positions_angstrom": [[0.327, 0.478, 0.297], [0.003, 2.709, 4.425], [0.475, 2.139, 3.429], [0.307, 0.969, 3.006], [1.432, 3.008, 2.571], [1.993, 4.167, 3.095], [2.864, 4.902, 2.306], [3.143, 4.474, 1.017], [2.529, 3.315, 0.556], [1.702, 2.608, 1.328], [2.788, 2.811, -0.882], [3.808, 3.270, -1.422], [1.942, 1.990, -1.311], [1.713, 4.459, 4.097], [3.325, 5.805, 2.692], [3.832, 4.981, 0.357], [-4.771, 2.082, 0.334], [-6.016, 1.994, -0.979], [-6.355, 0.283, -1.010], [-5.632, -0.653, -1.692], [-4.227, -0.493, -2.658], [-6.285, -2.280, -1.515], [-7.624, -1.953, -0.472], [-8.690, -3.114, 0.061], [-7.743, -0.291, -0.105], [-4.301, 3.064, 0.279], [-4.007, 1.322, 0.184], [-5.216, 1.956, 1.319], [-2.000, -3.910, 1.203], [-1.902, -2.929, 0.204], [-3.075, -2.320, -0.094], [-0.828, -2.681, -0.324], [-2.693, -3.712, 1.912], [-1.090, -4.089, 1.601], [-3.941, -2.742, 0.193], [-3.128, -1.753, -0.934]]}

---

Record 5
{"formula": "C12H10LiN3OS", "method": "ωB97M-V with the def2-TZVPD basis set", "de_lowest_kcal_mol": 0.0, "homo_ev": -6.825, "lumo_ev": 0.37, "gap_ev": 7.1978, "charge": 0, "species": ["Li", "O", "C", "C", "C", "C", "C", "C", "C", "N", "C", "C", "N", "H", "H", "H", "H", "H", "H", "H", "S", "C", "C", "N", "C", "H", "H", "H"], "positions_angstrom": [[-1.860, 0.138, 1.000], [-1.812, 0.696, -0.636], [-0.945, 0.397, -1.533], [-0.870, 1.153, -2.739], [0.034, 0.870, -3.730], [0.938, -0.195, -3.599], [0.888, -0.947, -2.449], [-0.021, -0.685, -1.412], [-0.003, -1.548, -0.222], [-0.773, -1.486, 0.860], [-0.354, -2.501, 1.702], [0.660, -3.192, 1.132], [0.883, -2.572, -0.079], [-1.573, 1.971, -2.839], [0.048, 1.478, -4.627], [1.650, -0.427, -4.379], [1.582, -1.777, -2.365], [-0.824, -2.675, 2.656], [1.230, -4.044, 1.457], [1.560, -2.852, -0.763], [1.501, 2.478, 2.960], [0.042, 3.243, 3.409], [-1.008, 2.515, 2.959], [-0.676, 1.365, 2.272], [0.618, 1.236, 2.207], [0.028, 4.169, 3.960], [-2.046, 2.780, 3.094], [1.104, 0.411, 1.704]]}

---

Record 6
{"formula": "C12H10N3O4OsS3", "method": "ωB97M-V with the def2-TZVPD basis set", "homo_ev": [-12.376, -12.453], "lumo_ev": [-3.85, -6.15], "multiplicity": 5, "gap_ev": [8.5264, 6.3073], "charge": 1, "species": ["Os", "S", "C", "N", "C", "C", "C", "C", "C", "C", "S", "H", "H", "H", "H", "O", "S", "O", "O", "O", "N", "C", "C", "C", "C", "C", "N", "H", "H", "H", "H", "H", "H"], "positions_angstrom": [[-0.238, -0.371, -0.358], [-0.287, -2.694, 0.157], [0.754, -2.077, 1.407], [0.976, -0.787, 1.259], [1.757, -0.238, 2.282], [2.174, 1.079, 2.427], [2.953, 1.384, 3.523], [3.314, 0.406, 4.455], [2.905, -0.905, 4.313], [2.119, -1.215, 3.210], [1.457, -2.775, 2.775], [1.873, 1.831, 1.713], [3.286, 2.403, 3.667], [3.922, 0.681, 5.307], [3.183, -1.661, 5.035], [-1.965, 2.851, -0.025], [-1.211, 1.940, 0.762], [-0.716, 2.313, 2.038], [0.084, 1.512, -0.152], [-1.831, 0.528, 0.770], [-1.181, -2.430, -2.821], [-1.591, -1.163, -3.047], [-2.476, -0.901, -4.102], [-2.804, 0.387, -4.416], [-2.238, 1.440, -3.683], [-1.429, 1.141, -2.639], [-1.126, -0.153, -2.266], [-1.537, -3.161, -3.412], [-0.329, -2.624, -2.326], [-2.853, -1.736, -4.676], [-3.475, 0.590, -5.240], [-2.450, 2.474, -3.909], [-1.020, 1.929, -2.030]]}